# 1
{"formula": "C12H36N12O24", "method": "the ωB97M-V functional and the def2-TZVPD basis", "total_energy_ha": -2940.358079, "e_homo_ev": -10.99, "lumo_ha": -0.0250, "de_lowest_kcal_mol": 112.9, "smiles": "C[N+](=O)[O-].C[N+](=O)[O-].C[N+](=O)[O-].C[N+](=O)[O-].C[N+](=O)[O-].C[N+](=O)[O-].C[N+](=O)[O-].C[N+](=O)[O-].C[N+](=O)[O-].C[N+](=O)[O-].C[N+](=O)[O-].C[N+](=O)[O-]", "homo_lumo_gap_ev": 10.307, "total_charge": 0, "species": ["C", "N", "O", "O", "H", "H", "H", "C", "N", "O", "O", "H", "H", "H", "C", "N", "O", "O", "H", "H", "H", "C", "N", "O", "O", "H", "H", "H", "C", "N", "O", "O", "H", "H", "H", "C", "N", "O", "O", "H", "H", "H", "C", "N", "O", "O", "H", "H", "H", "C", "N", "O", "O", "H", "H", "H", "C", "N", "O", "O", "H", "H", "H", "C", "N", "O", "O", "H", "H", "H", "C", "N", "O", "O", "H", "H", "H", "C", "N", "O", "O", "H", "H", "H"], "xyz": [[3.86, -4.97, 5.04], [3.26, -5.72, 6.24], [3.48, -5.11, 7.33], [2.77, -6.86, 6.15], [4.92, -4.91, 5.28], [3.61, -3.91, 4.91], [3.72, -5.43, 4.06], [-2.98, 9.38, 0.15], [-2.51, 7.96, 0.41], [-2.95, 7.02, -0.28], [-1.54, 7.89, 1.21], [-4.07, 9.43, 0.12], [-2.57, 9.66, -0.81], [-2.70, 10.05, 0.97], [-4.89, -5.26, -3.75], [-6.08, -4.47, -3.24], [-7.16, -4.64, -3.86], [-6.02, -3.97, -2.10], [-3.93, -4.89, -3.40], [-4.76, -5.33, -4.83], [-4.94, -6.31, -3.44], [0.53, -8.60, 1.17], [0.09, -7.26, 0.91], [-0.62, -6.80, 1.81], [0.36, -6.68, -0.10], [1.58, -8.52, 0.93], [-0.02, -9.21, 0.46], [0.28, -8.93, 2.18], [-4.84, 2.91, 5.43], [-5.92, 3.93, 5.09], [-6.93, 3.49, 4.61], [-5.73, 5.13, 5.22], [-4.19, 3.41, 6.15], [-4.36, 2.76, 4.46], [-5.23, 2.02, 5.92], [7.83, 0.97, 0.88], [9.35, 1.11, 1.03], [9.82, 2.27, 1.07], [10.03, 0.09, 1.22], [7.36, 1.74, 1.49], [7.52, -0.05, 1.13], [7.62, 1.15, -0.17], [-2.29, 3.85, -6.30], [-1.87, 2.74, -7.18], [-2.57, 2.60, -8.18], [-0.81, 2.19, -6.93], [-2.04, 3.62, -5.26], [-3.36, 4.05, -6.43], [-1.71, 4.68, -6.68], [2.81, -2.80, -6.51], [3.31, -3.58, -7.71], [4.08, -3.05, -8.44], [3.08, -4.77, -7.73], [3.08, -3.41, -5.66], [1.74, -2.64, -6.56], [3.45, -1.94, -6.30], [-1.11, -0.22, -0.92], [-0.27, -0.56, 0.23], [0.92, -0.86, 0.03], [-0.79, -0.36, 1.43], [-1.85, 0.45, -0.49], [-1.55, -1.17, -1.25], [-0.50, 0.28, -1.68], [4.07, 5.60, -5.59], [3.74, 4.68, -4.42], [4.47, 3.79, -4.10], [2.72, 4.94, -3.84], [3.36, 6.43, -5.57], [3.91, 5.08, -6.54], [5.03, 6.06, -5.38], [-5.48, -3.44, 4.15], [-6.72, -2.63, 4.07], [-7.67, -2.93, 4.88], [-6.81, -1.74, 3.23], [-5.12, -3.56, 3.13], [-5.63, -4.38, 4.68], [-4.85, -2.85, 4.82], [2.31, 3.29, 5.21], [3.62, 2.72, 5.58], [4.67, 3.29, 5.34], [3.49, 1.75, 6.36], [2.50, 4.29, 4.81], [1.68, 3.45, 6.08], [1.89, 2.53, 4.55]]}



# 2
{"formula": "C37H32AsB11Br6F9NO2PS4Sn", "method": "the ωB97M-V functional and the def2-TZVPD basis", "total_energy_ha": -22635.340660, "e_homo_ev": [-5.78, -5.78], "lumo_ha": [-0.0651, -0.0724], "homo_lumo_gap_ev": [4.009, 3.807], "total_charge": -1, "species": ["Sn", "Br", "B", "B", "C", "B", "B", "B", "B", "B", "Br", "B", "Br", "B", "Br", "B", "Br", "B", "Br", "H", "H", "H", "H", "H", "H", "S", "As", "S", "S", "S", "C", "C", "C", "C", "C", "C", "N", "C", "C", "C", "C", "C", "C", "C", "O", "O", "C", "C", "H", "H", "H", "H", "H", "H", "H", "H", "H", "H", "H", "H", "H", "H", "F", "C", "F", "F", "C", "C", "C", "C", "C", "C", "P", "C", "C", "C", "C", "C", "C", "C", "F", "F", "F", "C", "C", "C", "C", "C", "C", "C", "F", "F", "F", "H", "H", "H", "H", "H", "H", "H", "H", "H", "H", "H", "H"], "xyz": [[0.31, 1.28, -0.80], [2.25, -0.17, 2.31], [3.43, 1.26, 2.70], [4.58, 1.24, 4.04], [5.94, 1.99, 3.62], [5.22, 1.01, 2.43], [6.04, 2.52, 2.23], [5.73, 3.76, 3.31], [5.03, 2.92, 4.67], [3.38, 2.44, 4.08], [1.91, 2.21, 5.51], [4.05, 4.04, 3.49], [3.64, 5.59, 4.48], [4.85, 3.78, 1.80], [4.67, 5.39, 0.59], [4.44, 2.16, 1.36], [3.81, 1.80, -0.45], [3.04, 2.98, 2.43], [1.27, 3.65, 1.76], [4.48, 0.72, 5.04], [6.83, 1.86, 4.02], [5.68, -0.04, 2.08], [6.93, 2.45, 1.48], [6.65, 4.43, 3.74], [5.34, 2.94, 5.80], [-2.42, 2.38, -5.09], [-0.79, 2.84, -3.71], [0.74, 1.20, -3.52], [-1.41, 3.11, -1.61], [0.42, 4.35, -4.63], [-3.34, 5.31, 5.99], [-3.95, 4.27, 5.05], [-5.32, 4.40, 4.76], [-5.91, 3.61, 3.74], [-5.23, 2.51, 3.22], [-3.89, 2.36, 3.54], [-3.13, 1.39, 2.91], [-3.53, 0.17, 2.49], [-4.63, -0.44, 3.13], [-5.23, -1.59, 2.69], [-4.56, -2.32, 1.65], [-3.41, -1.81, 1.07], [-2.89, -0.52, 1.35], [-1.73, 0.05, 0.71], [-1.34, 1.28, 1.03], [-1.12, -0.62, -0.22], [-3.21, 3.24, 4.44], [-1.71, 3.09, 4.75], [-4.14, 5.71, 6.61], [-2.81, 6.10, 5.47], [-2.59, 4.93, 6.66], [-5.96, 5.13, 5.27], [-6.93, 3.85, 3.43], [-5.74, 1.86, 2.50], [-2.32, 1.70, 2.34], [-4.95, 0.08, 4.07], [-6.13, -1.99, 2.98], [-4.93, -3.29, 1.34], [-2.82, -2.44, 0.39], [-1.56, 3.37, 5.78], [-1.12, 3.79, 4.16], [-1.32, 2.09, 4.67], [1.08, -7.81, 0.56], [1.61, -7.43, -0.65], [1.33, -8.37, -1.60], [2.96, -7.55, -0.45], [1.13, -6.03, -1.10], [1.10, -5.74, -2.51], [0.54, -4.56, -2.94], [0.29, -3.51, -2.05], [0.27, -3.80, -0.65], [0.63, -5.06, -0.19], [0.21, -1.82, -2.70], [-1.41, -1.79, -3.58], [-1.81, -0.78, -4.44], [-3.05, -0.80, -5.01], [-3.91, -1.86, -4.77], [-3.52, -2.88, -3.96], [-2.28, -2.90, -3.36], [-5.24, -1.96, -5.60], [-5.74, -3.22, -5.50], [-5.07, -1.76, -6.95], [-6.24, -1.10, -5.25], [1.53, -1.83, -3.93], [2.87, -1.98, -3.41], [3.96, -1.83, -4.24], [3.74, -1.74, -5.62], [2.38, -1.67, -6.15], [1.33, -1.65, -5.28], [4.84, -1.60, -6.58], [4.44, -2.11, -7.88], [5.24, -0.29, -6.88], [5.96, -2.30, -6.23], [1.49, -6.43, -3.26], [0.38, -4.39, -3.99], [-0.09, -3.04, 0.01], [0.51, -5.25, 0.88], [-1.12, 0.04, -4.65], [-3.32, 0.03, -5.64], [-4.18, -3.72, -3.78], [-2.04, -3.69, -2.68], [2.97, -2.14, -2.31], [5.02, -1.88, -3.84], [2.25, -1.63, -7.19], [0.33, -1.62, -5.77]]}